{"formula": "C29H56Cl6O15", "method": "wB97M-V/def2-TZVPD", "species": ["Cl", "Cl", "Cl", "Cl", "Cl", "Cl", "O", "O", "O", "O", "O", "O", "O", "O", "O", "O", "O", "O", "O", "O", "O", "C", "C", "C", "C", "C", "C", "C", "C", "C", "C", "C", "C", "C", "C", "C", "C", "C", "C", "C", "C", "C", "C", "C", "C", "C", "C", "C", "C", "C", "H", "H", "H", "H", "H", "H", "H", "H", "H", "H", "H", "H", "H", "H", "H", "H", "H", "H", "H", "H", "H", "H", "H", "H", "H", "H", "H", "H", "H", "H", "H", "H", "H", "H", "H", "H", "H", "H", "H", "H", "H", "H", "H", "H", "H", "H", "H", "H", "H", "H", "H", "H", "H", "H", "H", "H"], "xyz": [[-9.9304, 5.8090, 1.2379], [-14.2039, 13.7256, 12.8494], [-13.2655, 11.7617, 14.8171], [-16.0367, 12.8733, 14.8860], [-7.7286, 7.5403, 2.1407], [-10.2760, 8.6627, 1.2627], [0.9355, 6.2780, 3.5672], [-10.1218, 16.5201, 17.6841], [-1.2583, 13.5650, 15.5589], [-7.0460, 10.6958, 7.7574], [0.7808, 12.9643, 15.5460], [2.3431, 4.8725, 2.3438], [-0.0083, 13.8151, 17.5200], [-2.3992, 8.0198, 14.1162], [-7.9615, 4.5014, 10.6847], [-7.1440, 14.9783, -1.0765], [-13.9016, 14.0746, 4.9418], [-6.8318, 19.5122, 7.2524], [-2.0943, 7.6005, 16.1528], [2.6751, 7.1136, 2.4512], [-1.0483, 6.2580, 14.6557], [-9.4617, 7.3069, 2.1134], [-14.2943, 13.1919, 14.5457], [-10.5508, 18.7783, 18.3760], [-14.6379, 14.4316, 4.0336], [-9.7664, 18.1781, 16.0683], [-5.2411, 13.5115, -1.0887], [-14.0509, 15.0383, 2.7718], [-0.1402, 13.4762, 16.3370], [-8.4223, 12.2673, 9.0341], [-8.5616, 4.7960, 9.6042], [2.0369, 6.0075, 2.7733], [0.5267, 7.5937, 3.9729], [-7.8273, 20.2456, 7.2952], [-2.4009, 14.2933, 16.0041], [3.9054, 6.9515, 1.7920], [-1.7208, 7.2453, 14.9329], [-6.1962, 14.3848, -1.7296], [-7.7711, 21.7177, 7.4559], [2.1218, 13.1444, 15.8484], [-9.8840, 5.6168, 9.6379], [-7.4805, 12.6786, 6.6390], [-8.1039, 4.3719, 8.2072], [-5.9234, 14.7155, -3.1465], [-7.5782, 11.7818, 7.8166], [-16.1806, 14.2930, 4.1421], [-1.3988, 6.9756, 17.2570], [-9.1491, 19.5423, 7.3341], [-2.3010, 7.7443, 12.7194], [-10.1391, 17.6943, 17.3992], [-7.3647, 12.1418, 5.6974], [-5.5163, 12.4602, -1.1740], [-1.3228, 7.6560, 12.2468], [-16.6298, 15.2781, 4.0162], [-13.9992, 13.9348, 15.2867], [-7.0280, 4.2445, 8.3269], [-1.7986, 7.4482, 18.1542], [-7.5373, 22.1827, 6.4982], [4.0538, 7.9101, 1.2948], [-16.5665, 13.5926, 3.4014], [2.3698, 14.2031, 15.9243], [-0.4550, 7.4774, 4.4320], [4.6721, 6.7400, 2.5374], [-1.3621, 5.8864, 17.2742], [1.2119, 8.0592, 4.6813], [-9.7530, 7.2921, 3.1636], [-8.3965, 13.2561, 6.5147], [-0.3767, 7.3437, 17.1673], [-10.6150, 18.5788, 15.5138], [-9.8322, 6.4979, 8.9983], [-9.4975, 17.3200, 15.4524], [2.6447, 12.7245, 14.9892], [-9.9921, 20.2333, 7.3320], [-6.6099, 15.4700, -3.5305], [3.9276, 6.1839, 1.0184], [-13.1404, 15.5640, 3.0596], [-3.2986, 13.7422, 15.7238], [-10.0482, 5.9422, 10.6652], [-10.9099, 18.2175, 19.2390], [-14.7444, 15.8206, 2.4633], [-5.9358, 13.9115, -3.8824], [-9.1190, 18.8626, 6.4825], [-9.1798, 13.0129, 8.7924], [2.4288, 12.6000, 16.7414], [-2.3831, 15.3079, 15.6060], [-6.6376, 13.3392, 6.8421], [0.4480, 8.1882, 3.0627], [-2.7959, 8.6442, 12.3544], [-5.1136, 13.7218, -0.0268], [-8.7436, 22.0921, 7.7756], [-8.9843, 11.4057, 9.3945], [-9.7911, 19.4912, 18.6966], [-7.8178, 12.5968, 9.8792], [-8.9981, 18.9512, 16.0800], [-16.3340, 13.8762, 5.1375], [-7.0826, 21.9299, 8.2738], [-9.1645, 19.0308, 8.2965], [-11.3589, 19.3715, 17.9481], [-10.7874, 5.0371, 9.4484], [-2.4485, 14.4910, 17.0750], [-8.2557, 5.1325, 7.4413], [-4.2578, 13.5965, -1.5512], [-4.9274, 15.1542, -3.2057], [-2.9908, 6.9286, 12.5027], [-13.7763, 14.3567, 1.9668], [-8.5352, 3.4195, 7.8992]], "relative_energy_kj_mol": 0.00, "orbital_gap_ev": 9.87, "e_tot_ev": -136824.25655, "e_homo_ha": -0.352, "total_charge": 0}